Record 1
27
Properties=species:S:1:pos:R:3:forces:R:3:nbo_charge:R:1 method="wB97M-V/def2-TZVPD" max_force_ha_per_bohr=0.0343 de_lowest_ev=1.529 homo_ev=-9.58 smiles=CCO.CO.CO.CO energy_ha=-502.189248
C 16.418598 -7.215120 -6.889747 -0.228 0.249 -0.009 -0.626
C 17.756361 -6.524441 -6.867206 1.083 -0.201 -1.378 -0.063
O 18.721321 -7.413864 -7.479297 -0.423 -0.361 0.294 -0.767
H 16.150719 -7.510719 -7.904355 0.260 -0.211 -0.002 0.208
H 15.607811 -6.545295 -6.593953 0.121 -0.045 0.413 0.206
H 16.464231 -8.093923 -6.248261 -0.253 -0.036 -0.032 0.211
H 18.111448 -6.260839 -5.870462 -0.244 0.071 0.139 0.163
H 17.777029 -5.636794 -7.507948 -0.403 0.265 0.400 0.163
H 19.384276 -6.882317 -7.939155 0.013 0.155 0.419 0.492
C 23.877408 -6.302771 -5.774542 0.557 0.096 -0.123 -0.250
O 22.457673 -6.356002 -5.786726 0.117 0.005 0.164 -0.742
H 24.233875 -5.481460 -5.152794 -0.380 0.060 0.091 0.185
H 24.318934 -7.213709 -5.366704 -0.090 -0.050 -0.066 0.175
H 24.283809 -6.124476 -6.775691 -0.098 -0.161 -0.013 0.165
H 22.195974 -7.271302 -5.924524 -0.114 0.030 -0.018 0.485
C 21.471046 -5.041260 -8.802440 0.265 0.431 -0.103 -0.248
O 20.654763 -5.417429 -7.710002 0.207 0.053 -0.259 -0.762
H 20.956054 -5.287536 -9.729448 -0.033 0.003 0.008 0.177
H 21.678794 -3.964077 -8.789024 -0.143 -0.033 -0.068 0.163
H 22.449207 -5.534918 -8.810934 -0.152 -0.220 0.094 0.161
H 21.240297 -5.517800 -6.943931 -0.089 -0.118 0.106 0.504
C 17.798804 -6.838813 -10.698877 0.614 -0.068 0.446 -0.247
O 18.110235 -7.966489 -11.504815 -0.235 0.141 -0.154 -0.718
H 18.721615 -6.365527 -10.334736 -0.078 0.101 -0.138 0.149
H 17.191949 -6.079744 -11.194918 -0.126 -0.142 -0.106 0.160
H 17.304924 -7.212196 -9.806503 -0.197 0.009 -0.091 0.194
H 18.347925 -7.656697 -12.381976 0.047 -0.022 -0.012 0.461


Record 2
55
Properties=species:S:1:pos:R:3:forces:R:3:nbo_charge:R:1 method="wB97M-V/def2-TZVPD" max_force_ha_per_bohr=0.0287 de_lowest_ev=3.846 homo_ev=-8.83 smiles="Cc1ccc(OCC(=O)Nc2cc(S(=O)(=O)N3CCCCC3)ccc2C)c([N+](=O)[O-])n1" energy_ha=-1845.097521
C -4.688594 -2.137601 -1.884793 0.015 -0.084 -0.081 -0.645
C -4.249020 -1.588909 -0.570402 0.231 -0.154 0.209 0.206
C -3.355787 -2.277287 0.258685 -0.126 0.236 -0.005 -0.191
C -2.981122 -1.735964 1.470631 -0.125 0.266 0.103 -0.243
C -3.493138 -0.490853 1.850032 -0.367 0.152 -0.404 0.278
O -3.279408 0.126696 3.037319 -0.251 -0.135 0.093 -0.483
C -2.048408 -0.119360 3.689733 0.343 -0.133 0.032 -0.162
C -0.871311 0.175936 2.743862 -0.379 -0.018 0.411 0.653
O 0.139933 -0.487257 2.748375 0.172 -0.196 0.009 -0.595
N -1.132365 1.227975 1.934886 -0.205 0.513 -0.027 -0.637
C -0.382966 1.608606 0.812035 0.372 0.137 -0.401 0.124
C 0.303351 0.655104 0.070505 -0.082 -0.149 0.051 -0.153
C 1.011241 1.042487 -1.047171 0.121 -0.396 -0.136 -0.348
S 1.906145 -0.193009 -1.979852 -0.033 0.492 0.239 2.320
O 1.351082 -1.483064 -1.663048 0.093 0.143 0.281 -0.950
O 1.938643 0.196946 -3.360029 0.185 0.207 0.012 -0.944
N 3.442086 0.033961 -1.353505 -0.881 0.060 -0.453 -0.676
C 4.536588 -0.169426 -2.280682 0.154 -0.181 -0.711 -0.228
C 4.865681 -1.651569 -2.451635 0.206 0.172 0.179 -0.419
C 5.171253 -2.272200 -1.090072 -0.225 -0.119 -0.103 -0.398
C 3.983918 -2.059859 -0.153721 0.189 0.119 0.044 -0.426
C 3.660079 -0.569192 -0.054259 -0.182 -0.384 0.509 -0.228
C 1.043309 2.361567 -1.451228 0.044 0.111 -0.125 -0.173
C 0.342339 3.305533 -0.719445 0.064 -0.198 -0.077 -0.204
C -0.376265 2.953121 0.415972 0.037 -0.231 0.088 0.004
C -1.128145 3.979513 1.204454 -0.019 -0.029 -0.022 -0.650
C -4.332001 0.134301 0.919252 0.615 -1.341 -0.095 0.199
N -4.788590 1.493221 1.138170 -0.206 0.485 0.059 0.528
O -5.904857 1.787632 0.807596 -0.255 0.034 0.000 -0.314
O -3.972602 2.262020 1.618428 0.102 0.407 0.086 -0.415
N -4.711008 -0.401834 -0.222996 -0.107 0.495 0.260 -0.373
H -5.131807 -3.122989 -1.755655 -0.046 -0.085 -0.064 0.223
H -3.833161 -2.236736 -2.550932 0.019 -0.037 -0.110 0.231
H -5.415685 -1.467512 -2.332396 -0.026 -0.009 -0.043 0.240
H -2.956364 -3.228997 -0.054411 0.043 -0.112 -0.023 0.228
H -2.292419 -2.264819 2.110103 0.068 -0.042 0.104 0.240
H -2.030850 0.565631 4.541151 0.031 -0.104 -0.077 0.225
H -1.968269 -1.145550 4.062967 0.053 0.128 -0.106 0.204
H -1.979339 1.766997 2.101813 0.056 -0.330 -0.027 0.443
H 0.280351 -0.386925 0.343582 -0.043 -0.072 0.084 0.250
H 4.227588 0.271769 -3.228392 0.261 0.034 0.019 0.238
H 5.405129 0.375078 -1.894541 -0.079 0.012 0.002 0.195
H 3.999485 -2.147772 -2.894278 0.021 -0.062 -0.100 0.209
H 5.715232 -1.764514 -3.127281 -0.031 -0.015 -0.067 0.211
H 5.376057 -3.338702 -1.199877 0.081 0.015 0.040 0.211
H 6.061720 -1.798780 -0.666749 0.091 -0.029 0.016 0.190
H 4.201306 -2.451072 0.841339 -0.041 -0.015 0.035 0.211
H 3.108293 -2.575746 -0.549304 0.032 -0.061 0.094 0.228
H 2.758789 -0.409327 0.538684 0.116 0.027 0.212 0.223
H 4.488829 -0.031687 0.420380 -0.100 0.021 -0.004 0.199
H 1.597997 2.624137 -2.336801 0.063 0.138 -0.115 0.238
H 0.352332 4.338935 -1.032610 -0.007 0.098 -0.030 0.217
H -0.786317 3.992091 2.238679 -0.002 0.043 0.111 0.223
H -0.982693 4.968132 0.779017 -0.014 0.072 0.004 0.225
H -2.196260 3.761122 1.208417 -0.046 0.100 0.020 0.239


Record 3
123
Properties=species:S:1:pos:R:3:forces:R:3:lowdin_charge:R:1 method="wB97M-V/def2-TZVPD" max_force_ha_per_bohr=0.0645 de_lowest_ev=0.000 homo_ev=-5.90 energy_ha=-3670.206743
Zr 0.029807 0.254588 -0.551109 -1.011 3.156 -0.116 1.652
C 0.833537 0.055362 3.040048 -0.013 -0.068 -0.071 -0.153
C -0.426463 -0.796607 3.271599 -0.038 0.041 0.075 -0.166
O -1.141435 -0.872709 2.063931 0.114 -0.062 -0.092 -0.209
C -2.087049 -1.901085 1.936508 -0.065 0.036 0.009 -0.162
C -2.423520 -2.020051 0.440247 -0.019 -0.002 0.001 -0.150
O -2.199099 -0.825248 -0.299709 -0.126 -0.119 0.218 -0.248
C -3.220994 0.174441 -0.230021 0.108 0.056 -0.101 -0.163
C -3.046796 1.065269 0.978379 -0.037 -0.050 0.062 -0.171
O -1.702950 1.516009 1.017317 -0.019 0.165 -0.122 -0.231
C -1.393056 2.170917 2.228678 0.018 -0.046 0.069 -0.162
C 0.115226 2.249941 2.338504 0.013 -0.034 -0.059 -0.155
O 0.716008 1.011974 1.991337 -0.073 -0.005 0.060 -0.220
H 1.655602 -0.594100 2.750804 -0.006 0.007 -0.016 0.094
H 1.096162 0.569162 3.969786 0.035 -0.012 0.006 0.130
H -1.065275 -0.369756 4.056549 -0.019 0.005 -0.012 0.125
H -0.111519 -1.793924 3.601009 0.022 0.014 0.005 0.128
H -2.979369 -1.683078 2.538442 0.016 0.029 0.017 0.126
H -1.673048 -2.856572 2.281769 -0.033 -0.012 0.006 0.131
H -3.462247 -2.336566 0.313626 0.005 -0.035 -0.013 0.133
H -1.774454 -2.757669 -0.021397 -0.028 0.070 0.041 0.043
H -4.208104 -0.294929 -0.226658 0.001 -0.012 0.025 0.139
H -3.069939 0.769237 -1.129509 -0.062 -0.047 -0.032 0.092
H -3.265723 0.535569 1.912949 -0.001 0.002 -0.005 0.121
H -3.733594 1.915819 0.895607 0.016 0.009 0.006 0.140
H -1.816098 1.603856 3.067314 -0.001 -0.012 -0.018 0.123
H -1.826479 3.177996 2.243039 0.002 -0.003 0.001 0.141
H 0.400419 2.548440 3.351945 0.019 0.023 -0.004 0.136
H 0.508037 2.978045 1.631504 0.016 -0.007 0.007 0.105
O 0.645327 -1.759357 -0.730524 0.563 -0.701 -0.156 -0.362
N 0.969199 -1.567427 0.531094 0.278 -0.601 -0.213 -0.196
C 0.033046 4.211015 -0.662284 -0.008 0.048 -0.074 -0.070
C -1.033461 4.279300 -1.755381 -0.061 -0.107 0.069 -0.360
C -2.420102 3.942810 -1.197681 0.020 -0.008 -0.017 -0.064
C -0.697272 3.440762 -2.978761 -0.063 0.044 0.121 -0.168
C -0.364568 4.135609 -4.134140 0.033 0.037 -0.005 -0.090
C -0.135079 3.499189 -5.341369 -0.003 -0.011 0.017 -0.125
C -0.348543 2.129473 -5.389182 0.053 0.060 -0.005 -0.078
C -0.705732 1.385737 -4.271033 0.102 -0.075 0.009 -0.149
C -1.157995 -0.044176 -4.566077 -0.047 -0.006 0.085 -0.371
C -2.662542 -0.193885 -4.313038 0.042 0.033 0.001 -0.061
C -0.406231 -1.187021 -3.886661 0.061 0.173 -0.085 -0.063
C -0.779827 2.012918 -2.980289 -0.422 -0.032 -0.306 -0.287
N -1.003763 1.290764 -1.843805 1.041 -0.946 0.035 -0.190
H -0.306950 4.730826 0.240317 0.005 -0.024 0.019 0.076
H 0.957840 4.686785 -0.992900 0.011 0.000 -0.002 0.071
H 0.267002 3.173288 -0.434006 0.028 0.003 0.017 0.025
H -1.071050 5.317703 -2.099389 -0.021 0.002 -0.014 0.120
H -2.431512 2.909913 -0.855105 -0.003 0.066 -0.016 0.031
H -3.183627 4.060713 -1.969063 -0.003 0.010 0.000 0.085
H -2.670403 4.603736 -0.361653 -0.002 0.012 0.001 0.075
H -0.285768 5.217834 -4.079877 -0.012 0.000 0.012 0.106
H 0.136982 4.058096 -6.227579 -0.002 -0.009 -0.009 0.090
H -0.275278 1.617586 -6.344480 0.014 0.002 0.009 0.102
H -0.997443 -0.174552 -5.641247 -0.049 0.018 0.001 0.116
H -2.867726 -0.094715 -3.246304 -0.010 0.001 0.030 0.054
H -3.016857 -1.172979 -4.647011 0.001 -0.004 0.019 0.074
H -3.223905 0.576643 -4.843851 -0.007 -0.006 0.004 0.082
H -0.636714 -1.195789 -2.827478 0.004 -0.142 0.163 0.027
H 0.671615 -1.088361 -4.016379 -0.023 -0.003 0.037 0.059
H -0.713053 -2.149272 -4.305936 -0.013 0.009 -0.010 0.082
N 1.804096 1.074783 -0.970185 -0.160 -0.700 0.069 -0.322
P 3.224222 1.104690 -1.588904 0.469 0.354 -0.089 0.595
N 4.276546 1.820052 -0.515860 -0.104 -0.085 0.073 -0.210
C 5.663642 2.102236 -0.865459 0.004 0.027 -0.008 -0.206
C 6.160700 3.291479 -0.056163 0.013 -0.050 0.037 -0.179
C 6.180247 2.949520 1.442837 -0.027 -0.017 -0.014 -0.191
C 5.078471 1.934491 1.792896 0.015 0.048 -0.017 -0.181
C 3.879604 2.089847 0.867509 0.031 -0.013 0.001 -0.212
N 3.973400 -0.350735 -2.021767 -0.287 -0.081 0.104 -0.174
C 4.525525 -1.122160 -0.905916 0.167 -0.014 -0.043 -0.216
C 5.495098 -2.175020 -1.427496 -0.077 -0.036 0.006 -0.172
C 4.786174 -3.113350 -2.400599 0.021 0.049 -0.020 -0.196
C 4.102611 -2.305845 -3.500748 0.003 -0.006 0.040 -0.171
C 3.192597 -1.249575 -2.889817 0.091 0.012 -0.031 -0.230
N 3.466740 2.013971 -2.966699 -0.248 0.048 0.025 -0.201
C 2.914533 3.369365 -2.888681 0.127 0.028 0.012 -0.195
C 3.911392 4.373975 -3.486308 0.013 -0.037 -0.002 -0.162
C 4.775360 3.704832 -4.561961 -0.045 0.000 -0.026 -0.198
C 3.946317 2.654760 -5.290792 0.038 0.014 0.044 -0.171
C 3.551546 1.516199 -4.337009 0.015 0.009 -0.029 -0.199
H 5.711090 2.300414 -1.935831 0.009 0.004 -0.002 0.099
H 6.314766 1.236182 -0.667441 -0.007 -0.006 -0.029 0.114
H 5.492876 4.136326 -0.243388 0.011 0.010 -0.018 0.107
H 7.156160 3.582491 -0.395560 -0.011 0.026 -0.013 0.110
H 6.046154 3.861257 2.029084 0.012 0.005 -0.001 0.104
H 7.154894 2.539978 1.717438 0.001 0.011 0.013 0.104
H 4.759808 2.060230 2.829809 0.003 -0.028 0.003 0.107
H 5.460928 0.913716 1.700537 -0.011 -0.002 0.007 0.103
H 3.479956 3.110431 0.963571 -0.020 -0.002 -0.011 0.120
H 3.073816 1.410397 1.139046 -0.009 0.012 0.000 0.081
H 3.714554 -1.619356 -0.362989 -0.101 -0.070 0.138 0.091
H 5.022142 -0.451365 -0.208287 0.009 0.003 0.008 0.090
H 5.909613 -2.735072 -0.585310 0.012 0.003 0.019 0.104
H 6.322280 -1.670183 -1.935260 0.018 0.004 0.020 0.115
H 4.026156 -3.684188 -1.853815 -0.002 -0.029 0.008 0.098
H 5.487258 -3.834288 -2.827289 -0.004 -0.009 0.014 0.109
H 3.514409 -2.960808 -4.148044 -0.005 0.015 -0.016 0.114
H 4.857637 -1.812167 -4.120858 -0.009 -0.009 -0.017 0.112
H 2.402451 -1.742793 -2.310931 -0.019 0.013 0.025 0.098
H 2.706404 -0.671818 -3.669785 -0.009 0.002 0.013 0.072
H 2.724206 3.600639 -1.841370 -0.056 0.022 0.004 0.088
H 1.953100 3.416279 -3.402998 -0.030 -0.026 -0.014 0.097
H 4.548074 4.796087 -2.704535 -0.004 0.004 0.004 0.096
H 3.349480 5.201090 -3.928471 0.004 0.020 0.025 0.109
H 5.644309 3.222962 -4.105141 0.003 0.006 0.005 0.100
H 5.154372 4.451574 -5.262108 0.032 -0.011 0.005 0.105
H 4.495740 2.234219 -6.134790 -0.039 0.005 -0.027 0.109
H 3.045992 3.128134 -5.692457 -0.007 -0.013 -0.004 0.106
H 4.307531 0.729523 -4.364016 0.006 0.000 0.006 0.106
H 2.595655 1.096472 -4.678827 -0.012 -0.001 0.018 0.104
Cl 4.136049 -2.911496 2.440787 0.025 0.052 -0.100 0.704
C 3.373300 -3.975293 1.301442 -0.041 0.085 -0.029 -0.602
C 4.007775 -5.164904 1.009864 0.051 0.020 -0.012 -0.114
C 3.402584 -6.066185 0.148847 -0.024 0.016 -0.009 -0.075
C 2.163711 -5.775126 -0.386154 0.049 -0.032 -0.056 -0.117
C 1.539063 -4.568917 -0.097927 -0.078 0.062 -0.045 -0.565
Cl -0.060509 -4.372006 -0.725600 -0.029 -0.437 0.058 0.794
C 2.142669 -3.609642 0.721837 0.024 -0.144 -0.084 -0.287
N 1.620483 -2.383724 1.193057 -0.127 -0.069 0.302 0.051
H 4.963788 -5.379367 1.466067 -0.006 0.001 0.003 0.106
H 3.887756 -7.004532 -0.082140 -0.008 -0.003 -0.008 0.111
H 1.653104 -6.483981 -1.022364 0.000 0.014 -0.018 0.104


Record 4
9
Properties=species:S:1:pos:R:3:forces:R:3:nbo_charge:R:1 method="wB97M-V/def2-TZVPD" max_force_ha_per_bohr=0.1525 de_lowest_ev=5.332 homo_ev="-7.89 / -9.90" s2=2.020 energy_ha=-563.968770 spin_multiplicity=3
C -0.442538 0.649319 2.645056 -0.161 -0.040 0.768 -0.148
C -0.067181 0.354275 1.556757 1.371 -0.009 -5.334 -0.121
C 0.304646 0.354754 0.133791 -3.094 5.191 4.996 0.091
O 1.263120 -0.723624 -1.552029 0.285 1.166 -0.964 -0.070
O 0.815050 -0.709847 -0.330910 2.118 -6.694 -0.305 -0.180
I 0.574579 -2.205157 -4.424014 -0.223 -0.337 -2.466 -0.096
H -0.587867 0.897796 3.630770 -0.440 0.326 1.545 0.225
H 0.234670 1.249852 -0.441977 0.000 0.277 -0.412 0.207
H 0.675536 -2.035749 -2.923115 0.144 0.120 2.172 0.093


Please write out number 1 again, unchanged.
27
Properties=species:S:1:pos:R:3:forces:R:3:nbo_charge:R:1 method="wB97M-V/def2-TZVPD" max_force_ha_per_bohr=0.0343 de_lowest_ev=1.529 homo_ev=-9.58 smiles=CCO.CO.CO.CO energy_ha=-502.189248
C 16.418598 -7.215120 -6.889747 -0.228 0.249 -0.009 -0.626
C 17.756361 -6.524441 -6.867206 1.083 -0.201 -1.378 -0.063
O 18.721321 -7.413864 -7.479297 -0.423 -0.361 0.294 -0.767
H 16.150719 -7.510719 -7.904355 0.260 -0.211 -0.002 0.208
H 15.607811 -6.545295 -6.593953 0.121 -0.045 0.413 0.206
H 16.464231 -8.093923 -6.248261 -0.253 -0.036 -0.032 0.211
H 18.111448 -6.260839 -5.870462 -0.244 0.071 0.139 0.163
H 17.777029 -5.636794 -7.507948 -0.403 0.265 0.400 0.163
H 19.384276 -6.882317 -7.939155 0.013 0.155 0.419 0.492
C 23.877408 -6.302771 -5.774542 0.557 0.096 -0.123 -0.250
O 22.457673 -6.356002 -5.786726 0.117 0.005 0.164 -0.742
H 24.233875 -5.481460 -5.152794 -0.380 0.060 0.091 0.185
H 24.318934 -7.213709 -5.366704 -0.090 -0.050 -0.066 0.175
H 24.283809 -6.124476 -6.775691 -0.098 -0.161 -0.013 0.165
H 22.195974 -7.271302 -5.924524 -0.114 0.030 -0.018 0.485
C 21.471046 -5.041260 -8.802440 0.265 0.431 -0.103 -0.248
O 20.654763 -5.417429 -7.710002 0.207 0.053 -0.259 -0.762
H 20.956054 -5.287536 -9.729448 -0.033 0.003 0.008 0.177
H 21.678794 -3.964077 -8.789024 -0.143 -0.033 -0.068 0.163
H 22.449207 -5.534918 -8.810934 -0.152 -0.220 0.094 0.161
H 21.240297 -5.517800 -6.943931 -0.089 -0.118 0.106 0.504
C 17.798804 -6.838813 -10.698877 0.614 -0.068 0.446 -0.247
O 18.110235 -7.966489 -11.504815 -0.235 0.141 -0.154 -0.718
H 18.721615 -6.365527 -10.334736 -0.078 0.101 -0.138 0.149
H 17.191949 -6.079744 -11.194918 -0.126 -0.142 -0.106 0.160
H 17.304924 -7.212196 -9.806503 -0.197 0.009 -0.091 0.194
H 18.347925 -7.656697 -12.381976 0.047 -0.022 -0.012 0.461